[1]
{"formula": "C42H41CaClO2P2", "method": "ωB97M-V/def2-TZVPD", "e_lumo_ev": [0.09, 0.12], "orbital_gap_ev": [4.298, 4.236], "total_charge": 0, "e_above_lowest_kcal_mol": 0.22, "symbols": ["Ca", "Cl", "P", "P", "O", "O", "C", "C", "C", "C", "C", "C", "C", "C", "C", "C", "C", "C", "C", "C", "C", "C", "C", "C", "C", "C", "C", "C", "C", "C", "C", "C", "C", "C", "C", "C", "C", "C", "C", "C", "C", "C", "C", "C", "C", "C", "C", "C", "H", "H", "H", "H", "H", "H", "H", "H", "H", "H", "H", "H", "H", "H", "H", "H", "H", "H", "H", "H", "H", "H", "H", "H", "H", "H", "H", "H", "H", "H", "H", "H", "H", "H", "H", "H", "H", "H", "H", "H", "H"], "xyz": [[1.245393, 0.333771, 0.221896], [-5.693882, 4.494737, 3.865753], [0.481659, -2.364917, -1.199687], [3.387135, 1.051503, -1.484018], [-0.965734, 1.594554, -0.088458], [-0.228036, 1.127677, 1.962982], [5.656427, -0.129905, -3.637054], [3.899042, 0.304263, 1.291690], [6.815782, -1.512604, -1.280210], [-0.401112, -3.055284, -2.591632], [-0.666362, -4.429072, -2.624849], [-3.306116, 3.255125, 3.827553], [5.709737, -0.518613, -1.168556], [-4.416327, 3.662158, 3.088381], [5.284391, 2.730977, 1.732827], [6.325421, -2.968727, -1.424237], [2.865732, -5.280243, 0.363855], [-1.096933, 1.685016, 1.186390], [-2.253750, 2.609052, 3.181857], [4.646661, 0.494798, 2.472996], [1.821374, -1.474100, -2.109000], [1.763163, 4.950621, -3.357103], [5.504225, -1.608503, -4.069620], [1.208117, 4.576554, -2.125437], [4.608412, -2.458906, -3.214193], [-0.873464, -1.555836, -0.284775], [-0.971726, -2.134885, -3.490245], [1.205035, -3.568321, -0.061169], [5.289302, 1.710976, 2.707502], [-4.471810, 3.428591, 1.707640], [5.192734, 0.241623, -2.199818], [-2.276054, 2.380837, 1.809539], [-1.639065, -4.861224, -3.533479], [4.612641, 2.540225, 0.529017], [1.691266, 3.446649, -1.455590], [1.261744, -4.679590, 2.091372], [3.275385, 3.059521, -3.286418], [2.713290, 2.680988, -2.057342], [0.710284, -3.727462, 1.242180], [2.801011, 4.195955, -3.930836], [3.876790, 1.356029, 0.302373], [-2.305391, -3.944259, -4.348886], [-1.964558, -2.585848, -4.359400], [-3.395477, 2.785738, 1.076372], [4.994597, -3.146815, -2.118023], [2.344254, -5.447523, 1.644022], [2.372225, -0.201613, -2.299620], [2.283294, -4.357271, -0.493871], [4.738887, -0.331704, 3.192474], [3.696691, -2.732567, -3.726313], [3.255923, 4.487662, -4.877164], [7.376829, -1.467520, -0.333034], [4.071315, 2.448411, -3.720235], [3.521115, -0.708279, 1.060250], [-0.664977, -1.077170, -3.482911], [2.444274, 0.076768, -3.378687], [-3.111973, -4.281576, -4.993700], [-3.294475, 3.440894, 4.892013], [2.645410, -4.227119, -1.512332], [0.402639, 5.174900, -1.698700], [7.144377, -3.579526, -1.859244], [-1.574842, -2.412548, -0.187710], [6.718660, 0.149029, -3.805993], [-1.412183, 2.275308, 3.763074], [2.020523, -2.064754, -3.018804], [-0.125957, -3.113426, 1.584321], [3.712091, -5.876487, 0.013322], [6.213118, -3.382060, -0.407625], [-2.461951, -1.872914, -5.009113], [-0.674248, -1.202585, 0.764435], [5.126856, 0.475573, -4.377439], [5.098568, -1.621387, -5.104176], [6.520526, -2.029057, -4.188355], [-3.441647, 2.598016, 0.003997], [7.569188, -1.308942, -2.042003], [4.650908, 3.306961, -0.237849], [5.839539, 3.662138, 1.913222], [2.785333, -6.171463, 2.310021], [-5.362394, 3.748854, 1.169218], [5.830235, 1.863424, 3.641341], [-1.387261, -0.768501, -0.855197], [5.374510, -0.375093, -0.154955], [-0.141434, -5.114869, -1.949952], [1.395335, 5.834188, -3.888976], [5.167428, 1.391204, -2.158488], [1.244692, 3.188789, -0.485185], [4.491144, -4.064691, -1.803891], [0.852749, -4.829424, 3.087047], [-1.866813, -5.927183, -3.576879]], "forces_ev_per_a": [[-0.3, 0.8, -0.1], [-0.4, 0.2, 0.2], [2.9, 2.4, -2.9], [-2.5, -0.6, 2.3], [-0.1, 0.2, 1.5], [-0.7, 0.5, -0.8], [-0.3, 0.3, -0.2], [-0.1, -0.1, 0.4], [-0.1, -0.7, 0.1], [-0.2, -0.9, 0.5], [-0.6, 0.6, -0.6], [-0.2, -0.1, -0.4], [0.1, 0.7, 0.4], [0.9, -0.4, -0.8], [-0.5, 0.1, -0.9], [0.1, -0.4, 0.6], [-0.1, 0.0, -0.2], [1.2, -1.2, -1.0], [-0.5, 0.2, 0.3], [-0.2, 0.3, -0.3], [-1.1, -2.6, 1.9], [0.3, -0.3, -0.2], [0.2, 0.5, -0.4], [0.4, -0.1, -0.2], [0.8, -1.6, 0.3], [-0.7, -0.5, 1.1], [-0.3, -0.2, 0.1], [-0.4, -0.6, 0.4], [0.1, -0.6, 0.4], [0.3, -0.2, 0.3], [3.6, 2.1, -1.4], [-0.1, 0.0, 0.0], [0.2, -0.2, 0.0], [0.3, 0.9, 1.2], [0.2, 0.1, -0.3], [0.4, -0.1, -0.3], [-0.5, 0.2, 0.4], [0.6, -0.6, -0.1], [-0.2, 0.0, -0.2], [-0.2, 0.3, 0.1], [-1.4, -1.6, -2.5], [0.0, 0.0, 0.0], [0.5, -0.3, 0.5], [-0.4, 0.2, 0.0], [0.8, -0.2, -1.5], [-0.3, 0.3, 0.2], [-0.8, 3.1, 0.4], [-0.4, 0.2, -0.1], [-0.1, 0.5, -0.3], [-0.2, -0.1, 0.3], [-0.2, 0.1, 0.2], [-0.1, 0.1, -0.2], [-0.3, 0.3, 0.0], [0.2, 0.4, 0.0], [-0.1, -0.6, 0.2], [-0.2, 0.5, 0.9], [0.2, -0.1, 0.0], [0.1, 0.0, 0.0], [-0.1, 0.0, 0.3], [0.2, -0.2, 0.0], [-0.5, 0.1, -0.1], [0.1, 0.6, 0.2], [-0.5, 0.1, 0.6], [0.2, -0.1, 0.0], [-0.7, -0.5, 0.8], [0.3, -0.3, 0.0], [-0.3, 0.2, 0.2], [-0.1, 0.1, -0.2], [0.0, -0.2, 0.0], [-0.2, -0.2, -0.9], [-0.2, 0.1, 0.2], [0.1, 0.0, 0.6], [-0.5, -0.1, 0.4], [0.1, 0.0, 0.3], [-0.3, 0.3, -0.3], [0.0, 0.0, 0.0], [-0.3, -0.5, -0.2], [0.1, -0.1, 0.1], [0.3, -0.1, 0.0], [-0.1, -0.1, -0.3], [0.5, -0.2, 0.1], [0.3, 0.4, -0.1], [-0.4, 0.3, -0.3], [0.1, -0.3, 0.3], [1.9, -1.5, -0.3], [0.3, 0.0, -0.5], [-0.3, 0.7, 0.0], [0.1, 0.1, -0.1], [-0.1, 0.3, -0.1]], "lowdin_charge": [1.307, 0.687, 0.905, 0.939, -0.131, -0.176, -0.170, -0.235, -0.194, -0.340, -0.067, -0.093, -0.125, -0.694, -0.097, -0.190, -0.068, -0.593, -0.014, -0.113, -0.440, -0.081, -0.182, -0.074, -0.120, -0.222, -0.073, -0.310, -0.123, -0.092, -0.315, -0.141, -0.080, -0.120, -0.075, -0.071, -0.099, -0.315, -0.087, -0.081, -0.413, -0.082, -0.068, -0.009, -0.105, -0.072, -0.479, -0.092, 0.106, 0.082, 0.103, 0.112, 0.090, 0.080, 0.123, 0.064, 0.103, 0.102, 0.085, 0.107, 0.115, 0.079, 0.116, 0.114, 0.036, 0.093, 0.113, 0.100, 0.106, 0.039, 0.086, 0.111, 0.111, 0.118, 0.101, 0.098, 0.104, 0.102, 0.103, 0.090, 0.064, 0.063, 0.107, 0.103, 0.072, 0.095, 0.071, 0.107, 0.105]}

[2]
{"formula": "C42H41Cl2N4O4STeTi", "method": "ωB97M-V/def2-TZVPD", "e_lumo_ev": -8.38, "orbital_gap_ev": 6.815, "total_charge": 3, "e_above_lowest_kcal_mol": 16.62, "symbols": ["Te", "Ti", "Cl", "Cl", "S", "O", "O", "O", "O", "N", "N", "N", "N", "C", "C", "C", "C", "C", "C", "C", "C", "C", "C", "C", "C", "C", "C", "C", "C", "C", "C", "C", "C", "C", "C", "C", "C", "C", "C", "C", "C", "C", "C", "C", "C", "C", "C", "C", "C", "C", "C", "C", "C", "C", "C", "H", "H", "H", "H", "H", "H", "H", "H", "H", "H", "H", "H", "H", "H", "H", "H", "H", "H", "H", "H", "H", "H", "H", "H", "H", "H", "H", "H", "H", "H", "H", "H", "H", "H", "H", "H", "H", "H", "H", "H", "H"], "xyz": [[1.664866, 2.589358, -0.258712], [-0.783701, -0.421803, -0.683664], [3.253047, -0.155390, 1.069291], [1.375106, -3.202355, -3.012789], [0.942864, -2.010325, -0.112530], [1.709482, 1.079663, -1.509220], [-0.512029, 0.543185, 0.984070], [-1.850817, -1.695832, 0.307074], [0.437252, 0.535226, -1.639808], [-2.476039, 0.938281, -0.886871], [0.429920, -0.855995, 3.173432], [-1.357145, -3.365424, 3.584127], [-1.576971, -1.424881, -2.362017], [3.829300, -2.113228, -2.946129], [3.465353, -0.941142, -0.481836], [-1.614750, -5.791285, -0.241816], [-1.782627, -3.854851, 1.213918], [1.275909, -1.838567, 3.878751], [2.422745, -1.704486, -1.007246], [-3.687805, 3.532517, 4.564394], [-0.218549, 0.094026, 3.770681], [0.221483, 3.660359, -2.729615], [5.913507, 4.278245, -1.765134], [-1.441698, 5.373636, -1.277242], [5.087138, 3.649655, -2.691969], [-2.418775, 1.900973, 1.346782], [-2.870375, 1.806159, -0.031449], [-1.322405, 1.147697, 1.803523], [0.286284, 3.715324, -1.340968], [-1.513079, -7.275749, -0.453161], [-1.787541, -3.543881, -1.191846], [3.864289, 3.134041, -2.300076], [-1.866584, 1.854580, 4.074451], [-1.784678, -0.679498, -3.619670], [-3.186977, 0.899167, -2.181830], [-1.848319, -2.681543, -2.355079], [-0.691226, 4.468504, -3.386711], [-1.827955, -2.993943, 0.101182], [-2.220851, 0.762546, -3.353071], [2.634843, -2.274918, -2.265283], [4.843132, -1.358961, -2.379872], [-1.098631, 1.060428, 3.197778], [-1.516005, 5.324458, -2.662454], [3.498143, 3.249182, -0.961650], [-1.709978, -4.926303, -1.334943], [-3.146076, 2.668653, 2.254793], [-1.642877, -5.237774, 1.027681], [1.132426, -3.267882, 3.353997], [5.536694, 4.383015, -0.433542], [4.323302, 3.857180, -0.018373], [-2.871967, 2.688332, 3.625310], [-0.539944, 4.559263, -0.605006], [-1.990247, -3.192280, 2.470895], [-0.087900, -4.082694, 3.801502], [4.664835, -0.761365, -1.142124], [-1.354103, 1.400338, -3.175143], [-0.109148, -5.020300, 3.255040], [6.862887, 4.685332, -2.086046], [3.956932, -2.578165, -3.913650], [6.186909, 4.866497, 0.282299], [-3.204970, 3.623745, 5.535180], [-2.761757, -2.426873, 2.495632], [-3.832908, 4.535363, 4.164578], [-3.794632, 1.799251, -2.290206], [-1.630831, -5.900042, 1.885428], [2.310027, -1.529067, 3.725600], [1.061337, -1.767294, 4.946656], [-1.704302, -2.844554, 4.380079], [-0.481383, 4.599522, 0.477699], [-2.539663, -1.198074, -4.212843], [-3.975295, 3.262255, 1.881980], [5.779482, -1.236034, -2.906257], [-0.749849, 4.446039, -4.466887], [-2.212295, 5.966150, -3.186077], [1.201983, -3.260986, 2.264119], [-4.675157, 3.095205, 4.720024], [-3.867989, 0.044058, -2.146646], [-2.073205, 6.054133, -0.721755], [3.225708, 2.637159, -3.017110], [-3.676156, 2.488132, -0.310954], [-1.699088, -5.349150, -2.334375], [0.868290, 2.998115, -3.291157], [-0.631678, -7.522168, -1.045767], [-0.847268, -0.685658, -4.179364], [0.448628, -0.893212, 2.147921], [-0.044324, -4.321921, 4.862731], [5.446342, -0.165979, -0.690634], [4.036550, 3.920552, 1.025126], [-2.702246, 1.141034, -4.254889], [-1.666459, 1.796154, 5.139501], [-0.132643, 0.107332, 4.855366], [5.398078, 3.564786, -3.724255], [-1.444049, -7.809375, 0.492545], [-2.156287, -3.152529, -3.290013], [-2.385617, -7.651792, -0.987955], [2.002752, -3.819275, 3.714554]], "forces_ev_per_a": [[0.1, 0.2, 0.1], [0.7, -0.7, 0.2], [0.1, 0.0, 0.0], [0.1, -0.1, -0.1], [-0.4, 0.1, 0.0], [0.1, 0.1, -0.2], [0.0, 0.0, -0.3], [-0.1, 0.1, 0.1], [-0.3, 0.1, 0.0], [-0.1, 0.3, -0.1], [0.1, 0.0, 0.0], [0.0, 0.1, 0.0], [-0.2, 0.0, 0.0], [0.0, 0.0, -0.1], [0.0, -0.2, 0.0], [0.0, 0.0, 0.0], [0.0, 0.0, -0.2], [0.0, 0.0, 0.0], [0.1, 0.0, 0.0], [0.0, 0.0, 0.0], [0.0, -0.1, 0.0], [0.0, 0.0, 0.0], [0.0, 0.0, 0.0], [0.0, 0.0, 0.0], [0.0, 0.0, 0.0], [0.1, 0.0, 0.1], [-0.1, -0.1, -0.1], [-0.1, 0.1, 0.3], [0.1, 0.0, 0.0], [0.0, 0.0, 0.0], [0.0, 0.0, 0.1], [-0.1, 0.0, 0.0], [0.0, 0.0, 0.0], [0.1, 0.0, 0.0], [-0.1, 0.0, 0.0], [0.0, 0.1, 0.0], [0.0, 0.0, 0.0], [0.0, -0.2, 0.0], [0.0, 0.0, 0.0], [0.0, 0.1, 0.1], [0.0, 0.0, 0.0], [-0.1, 0.1, -0.1], [0.0, 0.0, 0.0], [0.0, 0.1, 0.0], [0.0, 0.0, 0.0], [0.0, 0.0, 0.0], [0.0, 0.0, 0.0], [-0.1, 0.0, 0.0], [0.0, 0.0, 0.0], [0.0, -0.1, 0.0], [0.0, 0.0, 0.0], [0.0, -0.1, 0.0], [0.0, 0.0, 0.1], [0.1, 0.0, 0.0], [0.0, 0.1, 0.1], [0.0, 0.0, 0.0], [0.0, 0.0, 0.0], [0.0, 0.0, 0.0], [0.0, 0.0, 0.0], [0.0, 0.0, 0.0], [0.0, 0.0, 0.0], [0.0, 0.0, 0.0], [0.0, 0.0, 0.0], [0.0, 0.0, 0.0], [0.0, 0.0, 0.0], [0.0, 0.0, 0.0], [0.0, 0.0, 0.0], [0.0, 0.0, 0.0], [0.0, 0.0, 0.0], [0.0, 0.0, 0.0], [0.0, 0.0, 0.0], [0.0, 0.0, 0.0], [0.0, 0.0, 0.0], [0.0, 0.0, 0.0], [0.0, 0.0, 0.0], [0.0, 0.0, 0.0], [0.0, 0.0, 0.0], [0.0, 0.0, 0.0], [0.0, 0.0, 0.0], [0.0, 0.0, 0.0], [0.0, 0.0, 0.0], [0.0, 0.0, 0.0], [0.0, 0.0, 0.0], [0.0, 0.0, 0.0], [0.0, 0.1, 0.0], [0.0, 0.0, 0.0], [0.0, 0.0, 0.0], [0.0, 0.0, 0.0], [0.0, 0.0, 0.0], [0.0, 0.0, 0.0], [0.0, 0.0, 0.0], [0.0, 0.0, 0.0], [0.0, 0.0, 0.0], [0.0, 0.0, 0.0], [0.0, 0.0, 0.0], [0.0, 0.0, 0.0]], "lowdin_charge": [1.934, 0.935, 0.690, 0.744, 0.783, -0.481, -0.242, -0.208, -0.408, -0.012, 0.093, 0.116, -0.052, -0.077, -0.650, -0.222, -0.120, -0.123, -0.639, -0.021, 0.033, -0.109, -0.026, -0.053, -0.038, -0.106, -0.034, -0.274, -0.428, -0.019, -0.144, -0.097, 0.050, -0.156, -0.157, -0.062, -0.043, -0.347, -0.151, -0.646, -0.039, -0.100, -0.033, -0.436, 0.069, 0.068, 0.057, -0.134, -0.044, -0.127, -0.233, -0.136, 0.046, -0.103, -0.089, 0.086, 0.120, 0.126, 0.119, 0.124, 0.089, 0.165, 0.094, 0.127, 0.134, 0.121, 0.136, 0.172, 0.102, 0.133, 0.144, 0.124, 0.125, 0.124, 0.067, 0.099, 0.139, 0.121, 0.103, 0.149, 0.147, 0.108, 0.097, 0.134, 0.070, 0.142, 0.118, 0.102, 0.133, 0.137, 0.157, 0.124, 0.087, 0.159, 0.099, 0.139]}

Question: What is the formula in the second record?
Answer: C42H41Cl2N4O4STeTi